Entry from the Open Molecules 2025 dataset: a molecular structure, C7H9O5PY in a non-equilibrium geometry (the ωB97M-V functional and the def2-TZVPD basis).

Output
Energy above the lowest of the compared OMol25 structures with the same formula, charge and spin ... 216.69 kcal/mol
E_LUMO ... -15.606 eV
Charge ... +3
Frontier orbital gap ... 5.6 eV

CARTESIAN COORDINATES (ANGSTROEM)
O  -1.84516  3.22158  -0.60427
C  -1.44142  2.31976  -1.10708
Y  -0.67188  0.82328  -1.98740
O  0.46727  3.12529  -5.21943
C  0.12936  2.50010  -4.34063
C  -2.51069  -0.00345  -1.93860
O  -3.51241  -0.44509  -1.92761
C  -0.08654  -0.79208  -2.79978
O  0.30190  -1.70917  -3.28497
C  1.93123  -0.71474  2.39816
P  0.83279  -0.29032  0.99933
C  0.44066  -2.06617  0.75184
C  -0.20584  0.73690  2.11643
O  -0.05666  0.07651  -0.17851
H  1.33268  -0.78424  3.30933
H  2.68202  0.04784  2.52225
H  2.40262  -1.67099  2.21468
H  0.50349  -2.57541  1.70428
H  -0.55756  -2.20358  0.35006
H  1.17600  -2.50092  0.05944
H  -0.21255  1.76171  1.72090
H  -1.22359  0.34886  2.09294
H  0.12429  0.79435  3.14863

Atoms 1-3, force components in eV/Å:
O 0.084 0.490 0.283
C -7.140 11.363 6.832
Y 11.262 5.458 -1.131

Entry from the Open Molecules 2025 dataset: a molecular structure, C7H9O5S in a non-equilibrium geometry (the ωB97M-V functional and the def2-TZVPD basis).

Output
Energy above the lowest of the compared OMol25 structures with the same formula, charge and spin ... 97.91 kcal/mol
E_LUMO (alpha / beta) ... 2.024 / 2.869 eV
Charge ... -1
Frontier orbital gap (alpha / beta) ... 6.4 / 8.3 eV

CARTESIAN COORDINATES (ANGSTROEM)
C  0.95803  -0.96249  0.17005
C  -1.80282  -1.22563  0.24858
C  -1.27637  0.73432  0.19384
C  -0.35917  -0.56180  0.12342
C  -2.65311  0.07454  0.41701
C  3.93053  0.99225  -0.41366
C  3.22922  -0.31898  0.07170
O  -4.26770  0.94229  -1.35140
O  1.29572  -2.13632  0.16457
O  -4.84426  -0.97225  -0.06532
O  -4.96074  1.24897  1.04789
O  1.85478  0.06032  -0.04598
S  -4.39787  0.41000  0.01217
H  -2.14355  -1.43439  -0.80262
H  -1.89054  -2.09490  0.96504
H  -1.03202  1.31739  1.10730
H  -0.83418  1.48557  -0.54701
H  3.60001  1.74685  0.19812
H  5.08063  1.01744  -0.48381
H  3.69371  1.23846  -1.38694
H  3.48095  -0.46025  1.06030
H  3.33876  -1.10139  -0.68323

Atoms 1-3, force components in eV/Å:
C 0.797 -0.444 -1.302
C 0.195 -1.452 0.038
C 2.905 2.218 -0.169